Run P
{"formula": "C3H6N2", "method": "wB97M-V/def2-TZVPD", "e_homo_ev": -9.0, "homo_lumo_gap_ev": 10.133, "total_charge": 0, "smiles": "C=C=NNC", "mol_weight_g_mol": 70.1, "elements": ["C", "N", "C", "C", "N", "H", "H", "H", "H", "H", "H"], "coordinates": [[1.3974, -1.0323, -0.3013], [0.3482, -0.5910, 0.6180], [-1.6258, 1.7746, -0.0963], [-1.4133, 0.4847, -0.0043], [-1.0191, -0.6918, 0.1016], [1.3097, -2.0245, -0.7687], [2.2523, -1.0464, 0.3806], [1.6077, -0.2806, -1.0737], [0.3405, -1.2190, 1.4117], [-1.6426, 2.3848, 0.8057], [-1.5549, 2.2416, -1.0733]], "lowdin_charge": [-0.135, -0.148, 0.007, -0.183, 0.030, 0.072, 0.075, 0.073, 0.094, 0.061, 0.054]}

Run Q
{"formula": "C3H6N2", "method": "wB97M-V/def2-TZVPD", "e_homo_ev": -9.1, "homo_lumo_gap_ev": 10.011, "total_charge": 0, "smiles": "C[C@@H]1N=C1N", "mol_weight_g_mol": 70.1, "elements": ["C", "C", "N", "C", "N", "H", "H", "H", "H", "H", "H"], "coordinates": [[1.5836, 0.1324, 0.0804], [0.2887, 0.4084, -0.6335], [-1.7925, -0.7437, 0.3566], [-0.9686, 0.2867, -0.0026], [-0.8063, 1.5171, -0.1908], [2.3847, 0.7910, -0.2587], [1.4777, 0.2144, 1.1671], [1.8899, -0.9013, -0.1415], [0.2826, 0.1650, -1.6991], [-2.7517, -0.7148, 0.0691], [-1.5881, -1.1553, 1.2530]], "lowdin_charge": [-0.086, -0.264, 0.128, -0.501, 0.217, 0.065, 0.074, 0.076, 0.115, 0.084, 0.092]}

Most stable to least stable, the ends of the list are run Q and run P.

Run P
{"formula": "C3H6N2", "method": "wB97M-V/def2-TZVPD", "e_homo_ev": [-7.8, -7.8], "homo_lumo_gap_ev": [8.135, 8.134], "total_charge": 0, "mol_weight_g_mol": 70.1, "elements": ["C", "N", "C", "C", "N", "H", "H", "H", "H", "H", "H"], "coordinates": [[-1.3587, -0.8252, -0.0105], [-0.6383, 0.2682, -0.0948], [0.5725, 0.4820, -0.6522], [1.1427, 1.7637, -0.5571], [1.6041, 2.8297, -0.4641], [-1.0000, -1.7290, -0.4838], [-2.3079, -0.7834, 0.5010], [0.7052, -1.6025, 1.4136], [-1.0314, 1.0885, 0.3600], [1.2710, -1.1683, 1.1870], [1.0409, -0.3237, -1.1991]], "lowdin_charge": [-0.027, -0.095, -0.204, -0.273, 0.110, 0.072, 0.068, 0.038, 0.166, 0.041, 0.104]}

Run Q
{"formula": "C3H6N2", "method": "wB97M-V/def2-TZVPD", "e_homo_ev": -8.4, "homo_lumo_gap_ev": 9.441, "total_charge": 0, "smiles": "[H]/N=C1\\N[C@H]1C", "mol_weight_g_mol": 70.1, "elements": ["C", "C", "N", "C", "N", "H", "H", "H", "H", "H", "H"], "coordinates": [[-0.1836, -0.1714, -0.6261], [-1.0482, 1.0045, -0.2190], [-0.1731, -1.3966, 0.0821], [1.1534, -0.2816, 0.0851], [2.2493, -0.3001, 0.6076], [-0.7018, -1.3755, 0.9507], [-0.0601, -0.2824, -1.7033], [2.5739, -1.0752, 1.1753], [-0.6739, 1.9276, -0.6624], [-1.0643, 1.1235, 0.8650], [-2.0716, 0.8273, -0.5550]], "lowdin_charge": [-0.427, -0.061, 0.023, -0.165, 0.137, 0.056, 0.129, 0.073, 0.079, 0.078, 0.077]}

Most stable to least stable, the ends of the list are run Q and run P.

Run P
{"formula": "C5H11NOS", "method": "wB97M-V/def2-TZVPD", "e_homo_ev": -7.4, "homo_lumo_gap_ev": 3.395, "total_charge": 0, "mol_weight_g_mol": 133.2, "elements": ["O", "C", "N", "C", "C", "S", "C", "C", "H", "H", "H", "H", "H", "H", "H", "H", "H", "H", "H"], "coordinates": [[1.1976, 1.6095, 0.4146], [0.8689, 0.5136, -0.1248], [-0.5084, 0.2471, -0.4675], [-1.1452, -1.0744, -0.6365], [-2.7256, -0.7857, -0.7029], [-3.2783, 0.0789, 0.8096], [1.8575, -0.4616, -0.3799], [3.2461, -0.1839, 0.1419], [-1.2044, 0.9074, 0.0138], [-0.9679, -1.6739, 0.2406], [-0.8893, -1.7012, -1.5237], [-3.1900, -1.8078, -0.8022], [-2.9960, -0.1565, -1.5491], [-1.4507, 2.6959, 2.1562], [-1.1548, 3.1434, 2.6782], [1.6733, -1.2347, -1.2514], [3.5128, 0.7553, -0.3270], [3.0728, 0.0653, 1.1961], [4.0814, -0.9370, 0.1143]], "lowdin_charge": [0.001, -0.471, 0.065, -0.279, -0.645, 0.448, 0.070, -0.058, 0.068, 0.093, 0.114, 0.072, 0.042, -0.001, 0.024, 0.160, 0.097, 0.098, 0.103]}

Run Q
{"formula": "C5H11NOS", "method": "wB97M-V/def2-TZVPD", "e_homo_ev": -8.4, "homo_lumo_gap_ev": 9.202, "total_charge": 0, "smiles": "C=C(SC)[C@H](N)CO", "mol_weight_g_mol": 133.2, "elements": ["C", "C", "C", "C", "C", "H", "H", "H", "H", "H", "H", "H", "H", "H", "H", "H", "N", "O", "S"], "coordinates": [[2.8154, -0.6778, 1.1999], [0.1963, -0.4316, 0.0737], [-0.2435, -1.0187, 1.1955], [-0.7424, 0.2873, -0.8715], [-2.1568, -0.1897, -0.9357], [2.6778, -1.7412, 1.3377], [2.5513, -0.1139, 2.1704], [3.8576, -0.5223, 0.9402], [0.4548, -1.2943, 2.0016], [-1.3217, -1.1581, 1.3241], [-0.3047, 0.2080, -1.9095], [-1.2757, 2.1747, -1.4333], [-0.0835, 2.1575, -0.2899], [-2.6476, 0.3079, -1.7649], [-2.2559, -1.2595, -1.0832], [-2.4876, 1.0629, 0.4289], [-0.9649, 1.7144, -0.5685], [-2.8092, 0.1451, 0.2648], [1.9281, -0.0500, -0.2395]], "lowdin_charge": [-0.430, -0.561, 0.021, -0.437, -0.264, 0.029, 0.076, 0.019, 0.053, 0.069, 0.140, 0.099, 0.080, 0.112, 0.128, 0.082, 0.030, -0.100, 0.855]}

Most stable to least stable, the ends of the list are run Q and run P.

Run P
{"formula": "C5H11NOS", "method": "wB97M-V/def2-TZVPD", "e_homo_ev": -9.3, "homo_lumo_gap_ev": 9.939, "total_charge": 0, "smiles": "CCC(=O)NCCS", "mol_weight_g_mol": 133.2, "elements": ["O", "C", "N", "C", "C", "S", "C", "C", "H", "H", "H", "H", "H", "H", "H", "H", "H", "H", "H"], "coordinates": [[-2.5303, 0.0365, -0.4520], [-1.3242, 0.0507, -0.2119], [-0.9603, 0.6466, 0.9627], [0.1994, 0.3289, 1.7898], [1.5409, 0.6636, 1.1445], [1.4802, 2.3044, 0.3304], [-0.3429, -0.6186, -1.1466], [-1.0074, -1.5614, -2.1341], [-1.6204, 1.3315, 1.2797], [0.2267, -0.7768, 1.9683], [0.1891, 0.7819, 2.7903], [1.8052, -0.0153, 0.3502], [2.3058, 0.5661, 1.9118], [2.7265, 2.7137, 0.7223], [0.3943, 0.0678, -1.5702], [0.3549, -1.2478, -0.5340], [-1.5071, -0.9083, -2.8758], [-0.2533, -2.1205, -2.6759], [-1.6772, -2.2430, -1.6496]], "lowdin_charge": [0.047, -0.479, 0.031, -0.264, -0.553, 0.688, -0.182, -0.095, 0.137, 0.127, 0.120, 0.031, 0.077, -0.139, 0.109, 0.113, 0.090, 0.069, 0.073]}

Run Q
{"formula": "C5H11NOS", "method": "wB97M-V/def2-TZVPD", "e_homo_ev": -8.4, "homo_lumo_gap_ev": 9.084, "total_charge": 0, "smiles": "CC1(C)CON(S)C1", "mol_weight_g_mol": 133.2, "elements": ["C", "C", "C", "C", "C", "N", "O", "S", "H", "H", "H", "H", "H", "H", "H", "H", "H", "H", "H"], "coordinates": [[0.4806, 0.5747, -1.1317], [0.5352, -0.6095, 1.0484], [-0.4106, 0.0848, -0.0119], [-1.3782, 1.1933, 0.4839], [-1.4215, -1.0005, -0.5649], [1.8770, -0.4458, -0.7351], [1.3456, -1.3230, 0.1991], [3.0773, 0.6835, -0.1154], [0.1960, 0.2114, -2.1153], [0.6937, 1.6085, -1.1383], [1.0764, 0.0221, 1.6861], [0.0076, -1.3479, 1.7414], [-1.9603, 1.4200, -0.3546], [-0.8577, 2.1012, 0.9043], [-2.0532, 0.9256, 1.3519], [-2.0095, -1.3470, 0.3546], [-0.8612, -1.9537, -0.8857], [-2.0316, -0.5573, -1.3200], [3.6945, -0.2404, 0.6032]], "lowdin_charge": [-0.051, -0.197, -0.514, -0.060, -0.055, -0.424, -0.217, 0.737, 0.105, 0.072, 0.075, 0.156, 0.050, 0.097, 0.099, 0.100, 0.111, 0.062, -0.147]}

Most stable to least stable, the ends of the list are run P and run Q.

Run P
{"formula": "C5H8N2S", "method": "wB97M-V/def2-TZVPD", "e_homo_ev": [-9.3, -8.3], "homo_lumo_gap_ev": [8.394, 7.944], "total_charge": 0, "mol_weight_g_mol": 128.2, "elements": ["C", "C", "C", "C", "C", "N", "N", "S", "H", "H", "H", "H", "H", "H", "H", "H"], "coordinates": [[2.7282, -0.9824, 0.1046], [-0.2464, 0.3134, -0.9166], [1.0611, 1.1207, -1.1069], [1.9978, -0.1718, 0.9602], [-0.9697, -0.9558, 0.9669], [3.3430, -1.5870, -0.6589], [-0.0858, -0.8547, -0.1408], [1.7097, 1.4714, 0.5428], [-1.0173, 0.9972, -0.5211], [-0.5281, 0.0051, -1.9320], [1.8021, 0.5369, -1.6496], [0.8562, 2.0607, -1.6133], [1.9006, -0.4342, 2.0002], [-1.9860, -1.1392, 0.5931], [-0.6757, -1.8012, 1.5871], [-1.0235, -0.0393, 1.5754]], "lowdin_charge": [-0.352, -0.337, -0.433, -0.451, -0.168, 0.165, -0.055, 0.921, 0.111, 0.129, 0.069, 0.078, 0.071, 0.093, 0.077, 0.082]}

Run Q
{"formula": "C5H8N2S", "method": "wB97M-V/def2-TZVPD", "e_homo_ev": -9.4, "homo_lumo_gap_ev": 9.002, "total_charge": 0, "mol_weight_g_mol": 128.2, "elements": ["C", "C", "C", "C", "C", "H", "H", "H", "H", "H", "H", "H", "H", "N", "N", "S"], "coordinates": [[0.4659, -0.0378, -0.3660], [0.4324, -1.5945, -0.2052], [-1.0970, -2.0050, -0.1412], [-0.6419, 0.3382, 0.4989], [-1.1007, 1.5931, 0.1396], [1.7265, 0.6527, 1.6694], [0.0507, 0.1622, -1.3975], [0.7980, -1.9647, -1.2134], [0.9070, -1.9847, 0.6482], [-1.3859, -2.8930, 0.7366], [-1.3680, -2.7041, -1.1186], [-2.3290, -0.5822, 0.9572], [-0.3006, 0.2582, 1.5876], [-1.7218, -0.7457, 0.1791], [-1.4707, 2.6102, -0.4387], [2.2435, 0.3900, 0.0245]], "lowdin_charge": [-0.680, -0.241, -0.240, -0.434, -0.178, 0.077, 0.147, 0.120, 0.070, 0.152, 0.136, 0.101, 0.147, -0.014, 0.169, 0.668]}

Most stable to least stable, the ends of the list are run P and run Q.

Run P
{"formula": "C2H8BN", "method": "wB97M-V/def2-TZVPD", "e_homo_ev": -7.9, "homo_lumo_gap_ev": 7.647, "total_charge": 0, "mol_weight_g_mol": 56.9, "elements": ["B", "C", "C", "N", "H", "H", "H", "H", "H", "H", "H", "H"], "coordinates": [[-1.7694, 0.0217, -0.0026], [0.6475, -1.2679, -0.0732], [0.7011, 1.2282, -0.0291], [0.2042, -0.0045, -0.4844], [-2.2207, -0.9851, 0.1121], [-2.1306, 1.0844, -0.0678], [1.7560, -1.3778, -0.5361], [0.5627, -1.3298, 1.0543], [-0.0155, -2.0704, -0.3914], [1.7212, 1.4951, -0.2634], [-0.0574, 1.9421, -0.3911], [0.6009, 1.2641, 1.0726]], "lowdin_charge": [0.293, -0.236, -0.218, -0.265, -0.023, -0.018, 0.124, 0.080, 0.053, 0.071, 0.066, 0.074]}

Run Q
{"formula": "C2H8BN", "method": "wB97M-V/def2-TZVPD", "e_homo_ev": -8.2, "homo_lumo_gap_ev": 8.777, "total_charge": 0, "mol_weight_g_mol": 56.9, "elements": ["B", "C", "C", "N", "H", "H", "H", "H", "H", "H", "H", "H"], "coordinates": [[-0.3086, -0.0966, -0.2288], [0.2324, -1.1549, -1.2493], [1.1033, 1.2140, 1.1746], [-1.6142, 0.0580, 0.1538], [1.0115, -0.7788, -1.9042], [-0.5669, -1.5564, -1.8748], [0.6603, -1.9939, -0.6992], [2.0359, 1.2965, 0.6466], [1.1629, 0.6500, 2.0848], [0.5766, 2.1475, 1.2625], [-2.3760, -0.4762, -0.2411], [-1.9173, 0.6908, 0.8751]], "lowdin_charge": [-0.269, -0.066, -0.024, 0.150, 0.049, 0.050, 0.058, -0.036, -0.037, -0.037, 0.084, 0.076]}

Run R
{"formula": "C2H8BN", "method": "wB97M-V/def2-TZVPD", "e_homo_ev": -8.6, "homo_lumo_gap_ev": 9.253, "total_charge": 0, "smiles": "BN(C)C", "mol_weight_g_mol": 56.9, "elements": ["B", "C", "C", "N", "H", "H", "H", "H", "H", "H", "H", "H"], "coordinates": [[1.5070, -1.0590, -0.4043], [0.2325, 1.2271, 0.5904], [-1.2431, -0.4024, -0.4238], [0.1645, 0.0403, -0.3136], [2.2686, -0.6065, 0.2478], [1.3286, -2.0812, -0.8819], [-0.5561, 1.0024, 1.2658], [1.1160, 1.3062, 1.1471], [0.0725, 2.0115, -0.0506], [-1.8003, 0.0557, -1.2603], [-1.3063, -1.4583, -0.4120], [-1.7839, -0.0358, 0.4954]], "lowdin_charge": [0.130, -0.107, -0.141, -0.221, -0.028, -0.010, 0.054, 0.057, 0.055, 0.080, 0.053, 0.079]}

Most stable to least stable, the ends of the list are run Q and run P.

Run P
{"formula": "CH5IN2", "method": "wB97M-V/def2-TZVPD", "e_homo_ev": -9.2, "homo_lumo_gap_ev": 9.326, "total_charge": 0, "smiles": "[H]/N=N\\C.I", "mol_weight_g_mol": 172.0, "elements": ["C", "N", "N", "I", "H", "H", "H", "H", "H"], "coordinates": [[-1.6089, 0.3114, -0.0878], [0.6393, -0.2407, 0.1682], [-0.2814, 0.4884, 0.4819], [4.1716, -0.1352, 0.1510], [-1.7836, -0.5360, -0.7168], [-2.4880, 0.3882, 0.7240], [-1.6784, 1.2336, -0.7363], [2.4568, -0.2202, 0.2197], [0.5725, -1.2895, -0.2041]], "lowdin_charge": [-0.132, -0.036, -0.114, 0.234, 0.047, 0.123, 0.093, -0.342, 0.127]}

Run Q
{"formula": "CH5IN2", "method": "wB97M-V/def2-TZVPD", "e_homo_ev": -9.2, "homo_lumo_gap_ev": 10.112, "total_charge": 0, "smiles": "[H]/N=N\\C.I", "mol_weight_g_mol": 172.0, "elements": ["C", "N", "N", "I", "H", "H", "H", "H", "H"], "coordinates": [[-1.2762, -0.7416, 0.1579], [0.0566, 1.0198, -0.1515], [-0.0752, -0.1488, -0.2563], [3.5342, -0.1463, -0.1137], [-1.8309, -1.2351, -0.6829], [-1.1013, -1.4960, 0.9605], [-1.9244, 0.0120, 0.6593], [3.4341, 1.3226, -0.6976], [-0.8168, 1.4135, 0.1243]], "lowdin_charge": [-0.148, 0.052, -0.189, 0.368, 0.096, 0.090, 0.073, -0.367, 0.025]}

Most stable to least stable, the ends of the list are run Q and run P.

Run P
{"formula": "C5H7Cl", "method": "wB97M-V/def2-TZVPD", "e_homo_ev": -8.8, "homo_lumo_gap_ev": 9.557, "total_charge": 0, "smiles": "C=C/C(Cl)=C\\C", "mol_weight_g_mol": 102.6, "elements": ["C", "C", "C", "C", "C", "H", "H", "H", "H", "H", "H", "H", "Cl"], "coordinates": [[-1.6001, 1.7937, 0.0872], [-0.4688, 1.0318, -0.5882], [0.1658, -0.0724, -0.1566], [-0.1875, -0.9473, 0.9928], [-1.3797, -1.3360, 1.4207], [-1.4506, 2.8780, 0.0616], [-1.6266, 1.4330, 1.1349], [-2.5381, 1.5215, -0.3693], [-0.0641, 1.4777, -1.5145], [0.7346, -1.3056, 1.4091], [-2.2889, -1.0745, 0.9417], [-1.4828, -1.9786, 2.3041], [1.7376, -0.3394, -0.8531]], "lowdin_charge": [-0.088, -0.188, -0.690, -0.204, 0.022, 0.074, 0.073, 0.065, 0.094, 0.076, 0.053, 0.068, 0.646]}

Run Q
{"formula": "C5H7Cl", "method": "wB97M-V/def2-TZVPD", "e_homo_ev": [-8.3, -8.3], "homo_lumo_gap_ev": [6.120, 6.116], "total_charge": 0, "mol_weight_g_mol": 102.6, "elements": ["C", "C", "C", "C", "C", "Cl", "H", "H", "H", "H", "H", "H", "H"], "coordinates": [[0.5987, 0.5926, 1.1991], [0.2861, 1.2383, -0.6428], [0.5154, -0.1815, -0.1298], [-0.0329, 1.7174, 0.6286], [-0.5384, -1.2408, -0.3487], [-0.5289, 0.7106, -3.3810], [0.9338, 0.3166, 2.2167], [0.2351, 1.6625, -1.7324], [1.5375, -0.6825, -0.3139], [-0.5097, 2.7055, 0.9543], [-1.4804, -0.7324, -0.5206], [-0.6227, -1.7314, 0.6782], [-0.2119, -1.9407, -1.0899]], "lowdin_charge": [0.105, -0.005, -0.359, -0.011, -0.070, -0.320, 0.133, -0.034, 0.161, 0.144, 0.079, 0.105, 0.073]}

Run R
{"formula": "C5H7Cl", "method": "wB97M-V/def2-TZVPD", "e_homo_ev": -9.2, "homo_lumo_gap_ev": 10.157, "total_charge": 0, "smiles": "CC[C@H]1C=C1Cl", "mol_weight_g_mol": 102.6, "elements": ["C", "C", "C", "C", "C", "Cl", "H", "H", "H", "H", "H", "H", "H"], "coordinates": [[-1.3323, 0.8665, -0.7775], [-1.9496, 0.2376, 0.1933], [-0.4955, 0.6060, 0.5202], [1.5404, -0.4475, -0.5390], [0.6252, -0.3800, 0.6495], [-3.2893, -0.5832, 0.7070], [-1.1866, 1.3649, -1.7368], [-0.4563, 1.2918, 1.3811], [0.8605, -0.7068, -1.4422], [2.2701, -1.2651, -0.3949], [2.0462, 0.5003, -0.9609], [1.1013, -0.0746, 1.5963], [0.2660, -1.4099, 0.8039]], "lowdin_charge": [0.016, -0.734, -0.266, -0.137, -0.288, 0.718, 0.100, 0.112, 0.092, 0.068, 0.097, 0.108, 0.114]}

Run S
{"formula": "C5H7Cl", "method": "wB97M-V/def2-TZVPD", "e_homo_ev": -9.4, "homo_lumo_gap_ev": 10.309, "total_charge": 0, "smiles": "CCC#CCCl", "mol_weight_g_mol": 102.6, "elements": ["C", "C", "C", "C", "C", "H", "H", "H", "H", "H", "H", "H", "Cl"], "coordinates": [[1.6982, -1.4650, 0.0400], [0.7177, -0.8691, 1.0446], [-0.1251, 0.1851, 0.4242], [-0.7500, 0.9606, -0.1938], [-1.8003, 1.6687, -0.9861], [1.1933, -2.2046, -0.5033], [2.5081, -2.0912, 0.5181], [1.8533, -0.4471, -0.4860], [0.0394, -1.3451, 1.9012], [1.2989, -0.2464, 1.8450], [-2.7263, 1.0870, -0.7809], [-2.1275, 2.6238, -0.2112], [-1.7796, 2.1432, -2.6117]], "lowdin_charge": [-0.103, -0.299, -0.099, -0.096, -0.742, 0.042, 0.092, 0.115, 0.144, 0.125, 0.069, 0.146, 0.607]}

Most stable to least stable, the ends of the list are run P and run Q.